The following is a DFT calculation (the ωB97M-V functional and the def2-TZVPD basis) of a single C3H6OS molecule at a distorted geometry.

```
11
Properties=species:S:1:pos:R:3:forces:R:3
S 1.683 0.197 -0.159 -1.718 -0.897 -0.839
O -0.758 0.055 -1.385 4.904 2.471 -1.665
C -0.886 -0.849 0.761 1.849 -2.077 -2.836
C -1.511 0.510 1.273 -0.636 1.462 2.218
C 0.111 -0.321 -0.384 -1.353 1.380 1.884
H -0.104 0.749 -1.954 -2.667 -2.648 1.733
H -2.138 0.512 2.274 1.885 -0.675 -1.395
H -0.236 -1.650 1.442 -2.173 2.463 -1.440
H -1.586 -1.441 -0.113 1.133 1.220 3.433
H -0.667 1.511 1.433 -2.712 -3.325 -0.952
H -2.419 0.680 0.635 1.489 0.626 -0.142
```
Forces are in eV/Å.

Molecular weight ... 90.1 Da
Structure (SMILES) ... CCC(O)=S
Charge ... 0
Energy above the lowest of the compared OMol25 structures with the same formula, charge and spin ... 292.7 kJ/mol
Highest occupied orbital energy ... -8.99 eV


The following is a DFT calculation (the ωB97M-V functional and the def2-TZVPD basis) of a gas-phase ion, C2H6N3O2 (charge +1) at a distorted geometry.

```
13
Properties=species:S:1:pos:R:3:forces:R:3
O -2.021 -1.465 0.914 -1.487 -0.472 -0.776
O 2.305 0.091 -1.074 -1.737 1.290 0.685
N 0.279 1.162 -1.351 1.277 0.556 -3.190
N 0.966 0.434 0.825 0.944 0.027 0.496
N -0.074 -0.471 1.192 0.266 1.872 -2.594
C -1.092 -0.709 0.427 1.335 -1.934 2.737
C 1.280 0.578 -0.631 0.593 -1.280 1.173
H 0.703 1.288 -2.329 -1.290 -0.200 1.685
H 1.842 0.274 1.402 -1.527 -0.197 -1.138
H -2.652 -1.812 0.221 0.799 0.576 0.934
H -0.949 -0.518 -0.562 -0.389 0.900 -2.869
H -0.124 -0.712 2.134 0.073 -0.469 2.087
H -0.462 1.860 -1.167 1.140 -0.669 0.769
```
Forces are in eV/Å.

Molecular weight ... 104.1 Da
Structure (SMILES) ... NC(=O)N/[NH+]=C/O
Charge ... +1
Energy above the lowest of the compared OMol25 structures with the same formula, charge and spin ... 81.4 kJ/mol
Highest occupied orbital energy ... -14.41 eV


The following is a DFT calculation (the ωB97M-V functional and the def2-TZVPD basis) of 3 unconnected molecules or ions with the total composition C5H12N3 at a distorted geometry.

```
20
Properties=species:S:1:pos:R:3:forces:R:3
N -4.550 -0.430 -0.647 1.405 -0.628 -0.729
N -0.001 0.416 0.127 1.383 1.217 -0.737
N -2.129 -0.604 0.478 -4.429 1.043 -1.145
C 2.058 0.865 -0.036 -0.917 -1.328 0.688
C 2.715 -1.276 -1.032 -0.723 3.836 -1.887
C 2.503 -0.528 0.069 -0.689 -0.210 -2.498
C -1.075 -0.007 0.164 2.858 0.222 0.829
C 2.344 1.727 1.133 0.798 1.532 -1.653
H -4.284 -0.620 -1.636 -0.950 -0.078 1.289
H 1.900 1.225 -1.052 0.255 0.242 0.313
H -5.096 -1.119 -0.134 -0.038 0.287 -0.726
H 3.392 1.501 1.240 0.936 -0.028 0.166
H 2.464 -1.062 0.960 0.264 -0.209 1.927
H -2.142 -1.483 0.899 0.444 -1.498 0.763
H -4.834 0.507 -0.513 -0.868 0.795 -0.038
H 2.335 2.841 0.997 -0.683 -1.210 0.030
H -3.132 -0.318 0.025 1.065 -0.876 0.504
H 2.607 -0.735 -2.066 0.337 -1.325 1.923
H 2.970 -2.286 -1.029 0.432 -1.456 0.108
H 1.955 1.384 2.053 -0.881 -0.327 0.874
```
Forces are in eV/Å.

Molecular weight ... 114.2 Da
Charge ... +1
Energy above the lowest of the compared OMol25 structures with the same formula, charge and spin ... 351.4 kJ/mol
Highest occupied orbital energy ... -13.36 eV


The following is a DFT calculation (the ωB97M-V functional and the def2-TZVPD basis) of a single C3H4N2O molecule at a distorted geometry.

```
10
Properties=species:S:1:pos:R:3:forces:R:3
O 2.229 0.231 -0.347 -0.068 -0.093 -0.151
N -0.895 -0.962 0.281 -0.231 -0.096 0.084
N 0.406 -1.156 -0.044 0.114 0.197 0.121
C -0.100 1.059 -0.034 -0.214 -0.199 -0.347
C 0.901 0.057 -0.180 -0.271 -0.150 0.001
C -1.218 0.348 0.295 -0.090 -0.115 -0.120
H -1.550 -1.702 0.088 0.116 -0.114 0.389
H 2.628 -0.649 -0.247 -0.060 0.267 -0.126
H -2.181 0.723 0.608 -0.108 -0.221 -0.380
H -0.219 2.052 -0.420 0.812 0.524 0.529
```
Forces are in eV/Å.

Molecular weight ... 84.1 Da
Structure (SMILES) ... Oc1cc[nH]n1
Charge ... 0
Energy above the lowest of the compared OMol25 structures with the same formula, charge and spin ... 121.5 kJ/mol
Highest occupied orbital energy ... -8.96 eV


The following is a DFT calculation (the ωB97M-V functional and the def2-TZVPD basis) of a molecular structure, C8H32HfN17O11 at a distorted geometry.

```
69
Properties=species:S:1:pos:R:3:forces:R:3
Hf -0.424 -2.456 2.687 2.165 7.207 -9.334
O 1.697 -3.003 1.438 -3.130 -0.083 5.344
O 0.319 -0.771 1.036 -1.851 -3.549 1.395
O -3.146 -1.455 -3.299 -1.458 -0.830 0.340
O 2.381 5.562 0.913 0.601 -1.728 0.033
O 0.144 0.959 -0.111 -4.126 2.451 -2.468
O 1.390 -0.402 -4.198 -2.074 -2.084 -0.814
O -1.540 1.965 2.633 2.149 -2.106 -0.070
O -2.234 -1.163 1.628 1.779 -2.365 2.941
O -1.016 -3.249 0.551 1.045 1.434 4.341
O 0.492 -0.511 3.554 -3.413 -5.709 -1.176
O 1.992 0.502 0.618 2.562 -0.502 1.447
N -1.269 -5.274 -0.351 0.177 -1.159 0.520
N -1.805 -3.479 -1.525 -1.185 1.016 -2.344
N -3.285 3.161 3.003 -5.792 2.560 5.041
N -1.285 -0.418 -2.797 2.218 1.547 3.316
N -2.477 3.227 1.086 1.261 2.444 -8.216
N 3.141 0.911 -4.609 2.064 -0.138 -3.779
N 2.317 0.349 4.528 4.276 -2.680 1.716
N 0.811 0.261 0.549 2.428 -0.303 0.285
N 1.319 3.770 0.140 -3.030 -1.690 -1.661
N 2.252 0.952 -2.701 -0.033 1.756 5.743
N 0.873 1.716 3.889 -2.242 0.098 -1.189
N -4.375 -0.422 1.291 -2.337 -0.956 3.760
N 3.245 3.423 1.116 2.477 -0.513 1.512
N -2.888 0.043 -0.086 5.398 3.265 -5.565
N 3.225 -2.370 -0.068 1.225 3.515 1.392
N -1.628 -0.837 -4.872 0.318 0.062 -3.170
N 2.238 -4.154 -0.431 -2.194 -4.993 -0.263
C -2.361 2.782 2.248 1.973 -2.748 2.256
C -2.109 -0.925 -3.664 -1.530 -1.042 -0.394
C 2.231 0.385 -3.848 -0.447 0.436 -0.771
C 2.376 -3.215 0.444 1.237 1.246 -3.813
C 1.166 0.451 3.951 2.151 3.021 1.328
C -1.382 -3.960 -0.436 0.833 -1.427 1.638
C 2.337 4.337 0.734 0.164 3.292 1.010
C -3.116 -0.532 0.986 -2.221 -1.140 2.806
H -3.741 4.047 2.841 -0.237 -0.262 0.080
H 2.882 -0.484 4.605 -0.570 -0.331 0.008
H -1.896 0.226 -0.056 0.825 0.268 -0.959
H 3.061 2.437 1.240 -0.354 0.308 -0.358
H -3.337 0.843 -0.510 -0.868 -0.433 0.214
H 2.726 -4.189 -1.315 0.005 -0.102 0.355
H 1.309 2.765 0.035 -0.310 0.377 -0.237
H 3.132 -1.445 0.326 0.609 0.478 -0.355
H 1.515 0.833 -2.020 0.310 0.060 -0.178
H 0.522 4.328 -0.132 0.423 -0.063 -0.060
H -2.171 -1.095 -5.683 0.083 -0.035 0.246
H -0.328 -0.307 -3.102 0.430 0.265 0.500
H 0.061 1.887 3.314 -0.870 1.397 0.070
H -4.890 0.395 0.997 -0.083 -0.268 -0.178
H -1.622 -0.352 -1.847 0.610 -0.028 -0.487
H -2.069 -4.157 -2.225 -0.138 0.526 -0.426
H 1.444 2.354 4.425 -0.617 0.391 -0.532
H 3.952 1.424 -4.294 -0.292 -0.150 -0.368
H 3.610 -2.501 -0.992 0.146 0.259 0.391
H 3.941 3.775 1.758 0.107 0.098 -0.278
H -3.159 3.885 0.737 -0.145 -0.103 0.589
H -2.089 -2.520 -1.667 -0.187 0.344 -0.385
H -0.799 -0.275 -4.999 -0.078 -0.225 -0.392
H 1.900 -5.027 -0.050 -0.101 -0.281 -0.646
H -0.884 -5.667 0.496 -0.282 -0.247 -0.422
H -1.718 -5.850 -1.048 0.223 -0.333 0.308
H -1.687 3.163 0.460 0.136 -0.111 0.160
H 2.957 1.659 -2.552 -0.545 0.020 0.482
H 3.026 0.591 -5.560 0.890 0.325 -0.153
H -3.612 2.644 3.807 0.625 0.241 0.041
H 2.898 1.149 4.734 -0.362 0.086 -0.144
H -4.535 -0.694 2.250 -0.818 -0.073 -0.023
```
Forces are in eV/Å.

Molecular weight ... 720.9 Da
Charge ... +3
Energy above the lowest of the compared OMol25 structures with the same formula, charge and spin ... 0.0 kJ/mol
Highest occupied orbital energy ... -15.32 eV


The following is a DFT calculation (the ωB97M-V functional and the def2-TZVPD basis) of a gas-phase ion, C5H8N (charge +1) at a distorted geometry.

```
14
Properties=species:S:1:pos:R:3:forces:R:3
N 1.512 0.810 -0.128 -1.396 4.016 -1.884
C -1.040 -0.336 1.390 -0.901 -0.967 2.367
C 0.791 -0.462 -0.059 -0.278 0.614 0.180
C -0.697 -0.238 0.180 -0.036 -0.220 -1.090
C -1.729 -0.025 -0.922 -1.427 0.007 1.116
C 1.639 -0.020 1.000 0.400 -1.036 2.941
H -1.641 -0.964 -1.552 -0.153 1.572 0.135
H 1.147 -1.134 -0.780 -0.351 -1.307 -1.001
H 2.341 0.988 -0.666 0.269 -0.431 -0.919
H -1.623 1.043 -1.400 -0.322 -2.420 0.636
H 0.849 1.676 -0.252 1.605 -1.678 1.140
H 2.570 -0.557 1.046 0.534 0.398 0.154
H -1.416 -0.629 2.428 0.817 0.762 -1.770
H -2.704 -0.152 -0.285 1.239 0.689 -2.004
```
Forces are in eV/Å.

Molecular weight ... 82.1 Da
Charge ... +1
Energy above the lowest of the compared OMol25 structures with the same formula, charge and spin ... 826.0 kJ/mol
Highest occupied orbital energy (alpha / beta) ... -12.42 / -11.77 eV


The following is a DFT calculation (the ωB97M-V functional and the def2-TZVPD basis) of a molecular structure, CH5NO4Sn at a distorted geometry.

```
12
Properties=species:S:1:pos:R:3:forces:R:3
Sn -1.439 2.195 0.452 1.407 0.765 0.669
O -2.260 4.883 -0.506 0.362 -2.666 0.976
O 1.776 -0.482 -0.420 -0.571 -1.138 0.054
O 0.643 1.173 2.262 -1.274 0.925 -0.707
O -0.362 -0.475 -0.345 0.169 -1.187 -0.182
N 0.716 -1.081 -0.447 0.285 2.346 -0.446
C 0.713 -2.541 -0.729 0.465 -0.387 0.059
H -0.125 -2.784 -1.382 -0.020 0.096 0.431
H 1.657 -2.807 -1.206 -0.094 0.421 -0.098
H 0.731 -3.076 0.220 -0.522 0.150 0.008
H -3.197 4.620 -0.415 0.391 0.306 -0.107
H 1.147 0.375 2.517 -0.598 0.370 -0.656
```
Forces are in eV/Å.

Molecular weight ... 213.8 Da
Charge ... 0
Energy above the lowest of the compared OMol25 structures with the same formula, charge and spin ... 147.8 kJ/mol
Highest occupied orbital energy ... -8.37 eV


The following is a DFT calculation (the ωB97M-V functional and the def2-TZVPD basis) of a single C7H8N4 molecule at a distorted geometry.

```
19
Properties=species:S:1:pos:R:3:forces:R:3
N 1.433 -0.709 1.361 -0.421 2.049 1.830
N 0.471 1.448 1.554 -0.293 -1.412 -1.440
N 0.156 -1.122 -1.141 2.198 0.097 1.564
N -1.014 0.778 -0.995 0.486 -1.121 -0.419
C -0.625 2.407 1.489 -0.387 -1.073 0.014
C 1.618 -1.841 0.709 -1.295 -1.566 -3.260
C 0.640 0.231 0.896 -0.425 0.626 -1.046
C -0.018 0.045 -0.393 -2.524 0.168 -2.052
C -0.631 -1.077 -2.291 -0.103 0.740 2.273
C -1.405 0.077 -2.136 -0.036 -0.514 1.079
C 1.076 -2.056 -0.569 -0.419 0.954 1.562
H -0.177 3.355 1.751 -0.389 0.405 -0.131
H -1.486 2.146 2.142 0.673 0.149 0.128
H -2.394 0.247 -2.663 1.786 0.329 0.549
H -1.039 2.328 0.511 -0.119 0.714 -0.798
H 2.098 -2.719 1.196 -0.029 1.075 -0.385
H 1.174 -3.007 -0.996 0.036 -1.000 -0.926
H -0.706 -1.961 -2.875 -0.071 -0.215 -0.586
H 0.827 1.429 2.450 1.332 -0.406 2.044
```
Forces are in eV/Å.

Molecular weight ... 148.2 Da
Structure (SMILES) ... CNc1nccn2ccnc12
Charge ... 0
Energy above the lowest of the compared OMol25 structures with the same formula, charge and spin ... 112.3 kJ/mol
Highest occupied orbital energy ... -7.90 eV